Density functional theory data (the ωB97M-V functional and the def2-TZVPD basis) for a cluster of 6 separate species, C29H49BN3O12 in total in a non-equilibrium geometry.

- gap between HOMO and LUMO (eV) = 8.0
- highest occupied orbital energy (eV) = -11.31
- lowest unoccupied orbital energy (eV) = -3.3
- calculated total energy (Eh) = -2226.18405

Geometry as ORCA input:
```
! wB97M-V def2-TZVPD RIJCOSX def2/J DEFGRID3
* xyz 1 1
C 5.22 1.85 1.06
C 5.54 1.55 -0.24
C 4.44 1.59 -1.31
C 4.24 0.16 -1.84
C 4.13 -0.92 -0.73
C 2.96 -0.53 0.28
C 1.64 -0.12 -0.39
O 1.86 -1.41 0.30
N 5.45 -0.17 -2.64
C 5.33 0.63 -3.88
C 5.31 2.16 -3.66
N 4.65 2.63 -2.39
B 5.34 3.84 -1.73
N 4.54 4.86 -1.04
O 6.70 3.98 -1.75
H 4.93 2.88 1.31
H 5.26 1.06 1.83
H 6.54 1.23 -0.54
H 3.51 1.86 -0.78
H 3.35 0.12 -2.50
H 3.77 -1.84 -1.20
H 5.04 -1.03 -0.12
H 3.24 0.01 1.20
H 1.00 0.54 0.19
H 1.55 -0.24 -1.47
H 5.40 -1.16 -2.84
H 6.19 0.41 -4.53
H 4.40 0.34 -4.42
H 4.73 2.58 -4.50
H 6.33 2.55 -3.79
H 3.72 2.98 -2.65
H 4.13 4.50 -0.18
H 3.79 5.17 -1.66
H 7.08 3.86 -0.87
O -3.44 -1.19 -3.89
C -2.92 -1.51 -2.86
O -1.60 -1.34 -2.62
C -1.26 -1.91 -1.35
C -2.56 -1.95 -0.57
C -3.59 -2.17 -1.67
H -0.84 -2.91 -1.51
H -0.51 -1.29 -0.87
H -2.57 -2.71 0.21
H -2.74 -0.99 -0.09
H -3.73 -3.23 -1.89
H -4.54 -1.70 -1.44
O 2.37 -0.09 -5.49
C 1.31 0.43 -5.73
O 1.07 1.13 -6.86
C -0.25 1.71 -6.80
C -1.01 0.86 -5.81
C 0.09 0.43 -4.84
H -0.15 2.75 -6.48
H -0.69 1.69 -7.79
H -1.84 1.38 -5.33
H -1.42 -0.02 -6.31
H 0.24 1.16 -4.04
H -0.10 -0.56 -4.43
O 1.50 1.47 2.51
C 2.00 1.24 3.58
O 3.31 1.47 3.84
C 3.63 0.99 5.16
C 2.30 0.94 5.90
C 1.32 0.62 4.78
H 4.09 0.00 5.07
H 4.34 1.66 5.64
H 2.29 0.22 6.72
H 2.07 1.93 6.32
H 1.22 -0.45 4.61
H 0.35 1.07 4.94
O -4.83 -1.85 1.56
C -5.43 -0.81 1.56
O -4.93 0.33 1.02
C -5.83 1.43 1.27
C -7.18 0.78 1.52
C -6.79 -0.54 2.17
H -5.47 1.98 2.13
H -5.84 2.09 0.40
H -7.84 1.39 2.13
H -7.68 0.59 0.57
H -6.68 -0.45 3.25
H -7.48 -1.34 1.93
O -6.91 -3.56 7.21
C -6.45 -3.71 6.12
O -5.28 -3.16 5.72
C -5.06 -3.43 4.32
C -5.92 -4.65 4.02
C -7.09 -4.47 4.97
H -5.37 -2.56 3.74
H -4.01 -3.62 4.14
H -6.21 -4.72 2.97
H -5.37 -5.56 4.28
H -7.88 -3.86 4.54
H -7.49 -5.42 5.32
*
```